Computed, not measured: 3 unconnected molecules or ions with the total composition C3H12O2S2 at a distorted geometry, with wB97M-V/def2-TZVPD.

Each line ends with the Löwdin charge.
Geometry (Å):
C: -0.36209 -2.41958 -0.48712  -0.172
C: 0.82081 -1.47986 -0.54227  -0.558
S: 0.71778 -0.22478 -1.93496  0.476
S: 1.28004 1.49843 -0.99847  0.437
C: -0.19701 2.54326 -0.97179  -0.470
H: -1.10929 -2.18372 0.27057  0.059
H: 0.01274 -3.40358 -0.18747  0.074
H: -0.84411 -2.54904 -1.45545  0.064
H: 0.93857 -0.85435 0.33837  0.014
H: 1.73105 -2.03644 -0.74496  0.061
H: -0.28591 3.09265 -1.90667  0.025
H: -1.12150 1.98655 -0.84540  0.013
H: -0.14396 3.26991 -0.16286  0.038
O: -1.46486 0.52663 1.25056  -0.066
H: -2.19776 -0.03984 1.56732  0.073
H: -1.20117 0.14725 0.38898  0.016
O: 1.25642 0.42309 2.38448  -0.087
H: 0.34896 0.68574 2.15924  -0.005
H: 1.82130 1.01767 1.87789  0.008

As for the highest occupied orbital energy: -8.72 eV. As for the charge: 0. The calculation puts the HOMO-LUMO gap at 9.2776 eV. The relative energy (zero: lowest compared OMol25 entry of this formula, charge and spin) comes out at 45.60 kJ/mol. Its SMILES is CCSSC.O.O. For the max |F|, the calculation gives 0.022 Eh/bohr.


Computed, not measured: 2 unconnected molecules or ions with the total composition C4H8N2, with wB97M-V/def2-TZVPD.

Each line ends with the Löwdin charge.
Geometry (Å):
C: 1.38592 -0.65660 -1.29552  -0.019
C: 1.78699 0.22955 -0.42317  -0.282
N: 2.06367 1.09242 0.40585  0.135
H: 1.17114 -0.34711 -2.31016  0.068
H: 1.17160 -1.67206 -0.98698  0.057
H: 1.17712 1.48585 0.75745  0.025
C: -0.89424 1.26146 0.50160  -0.138
N: -1.08845 0.28260 -0.27682  -0.085
C: -1.24000 -1.01901 0.36225  -0.157
H: -0.82640 2.26790 0.08499  0.080
H: -0.80761 1.15548 1.59414  0.089
H: -0.45153 -1.23802 1.09721  0.080
H: -1.24515 -1.81116 -0.39103  0.067
H: -2.20305 -1.03131 0.88016  0.079

As for the highest occupied orbital energy: -9.10 eV. As for the charge: 0. The calculation puts the HOMO-LUMO gap at 10.1347 eV. The relative energy (zero: lowest compared OMol25 entry of this formula, charge and spin) comes out at 259.74 kJ/mol. Its SMILES is C=C=N.C=NC. For the max |F|, the calculation gives 0.013 Eh/bohr.


Computed, not measured: 11 unconnected molecules or ions with the total composition C5H35N3O10 at a distorted geometry, with wB97M-V/def2-TZVPD.

Each line ends with the Löwdin charge.
Geometry (Å):
C: 2.25173 -0.00305 2.41718  -0.056
C: 1.24203 0.54877 1.40182  -0.371
C: 2.02552 1.53014 0.48956  -0.240
N: 2.30473 1.10691 -0.88353  0.024
N: 0.48620 -0.44391 0.57533  -0.044
C: -0.55116 -1.14274 1.37486  -0.200
C: -1.50728 -1.75555 0.34020  -0.323
N: -0.95738 -2.53423 -0.72495  0.002
H: 1.84008 -0.90610 2.86320  0.066
H: 2.37189 0.74323 3.18844  0.082
H: 3.16205 -0.28093 1.92907  0.060
H: 0.38176 0.96491 1.99000  0.115
H: 1.48310 2.50144 0.35852  0.120
H: 2.91086 1.89311 1.06046  0.108
H: 1.49222 1.41054 -1.41224  0.059
H: 2.42003 0.11421 -1.01433  0.025
H: 1.13958 -1.10831 0.15668  0.083
H: -1.09820 -0.39707 2.00970  0.105
H: -0.21318 -1.92885 2.06735  0.109
H: -2.17108 -0.94922 0.00876  0.073
H: -2.25049 -2.32901 0.90364  0.107
H: -0.19337 -3.10596 -0.42000  0.061
H: -0.49438 -1.73595 -1.32217  0.079
O: -3.52278 0.63714 1.15617  -0.040
H: -4.45028 0.48405 1.03300  0.059
H: -3.01716 1.21527 0.60016  -0.005
O: -2.24328 2.69939 2.43961  -0.050
H: -2.66405 1.83993 2.30957  -0.003
H: -2.52403 3.07622 3.26834  0.047
O: 4.44238 -2.22895 -0.83471  -0.030
H: 4.96078 -1.62023 -1.35166  0.048
H: 4.44032 -2.03821 0.10151  0.037
O: -1.70935 1.42892 -0.71508  -0.048
H: -0.80179 1.20390 -0.45263  0.047
H: -1.87064 1.34930 -1.66110  0.080
O: 1.55305 -2.06076 -1.98851  -0.091
H: 2.37891 -2.33708 -1.57914  0.012
H: 1.95648 -1.34992 -2.53754  -0.014
O: -0.62144 -0.44941 -3.82572  -0.071
H: -1.56626 -0.64264 -3.68089  -0.001
H: -0.18297 -1.04043 -3.21149  -0.012
O: -0.83659 1.17128 4.79122  -0.075
H: -0.79926 1.03194 3.81078  0.008
H: -0.67809 0.27712 5.12442  0.036
O: -1.89318 4.10460 -0.09297  -0.089
H: -2.54999 4.09521 0.61799  0.016
H: -1.49865 3.23292 -0.20690  -0.027
O: 2.41426 -0.32548 -3.79075  -0.048
H: 2.58928 -0.59850 -4.69412  0.072
H: 1.71908 0.36574 -3.82797  0.067
O: -2.83277 -1.56174 -2.80355  -0.070
H: -2.51437 -2.32877 -2.31191  0.026
H: -3.75285 -1.82316 -3.04370  0.080

As for the highest occupied orbital energy: -9.22 eV. As for the charge: 0. The calculation puts the HOMO-LUMO gap at 9.4677 eV. The relative energy (zero: lowest compared OMol25 entry of this formula, charge and spin) comes out at 256.95 kJ/mol. Its SMILES is C[C@@H](CN)NCCN.O.O.O.O.O.O.O.O.O.O. For the max |F|, the calculation gives 0.075 Eh/bohr.


Computed, not measured: a molecular structure, C29H23AuFINO5Te, with wB97M-V/def2-TZVPD.

Each line ends with the Löwdin charge.
Geometry (Å):
Au: -0.86500 -0.49671 -0.40386  1.087
C: 4.17612 4.77396 1.34248  -0.014
C: 4.19751 4.28288 -0.09851  -0.290
C: 5.59395 4.05123 -0.65244  -0.127
C: 6.29995 2.94529 0.11771  -0.120
C: 5.43897 1.71228 0.19053  -0.118
C: 5.99455 0.47298 0.40728  0.076
C: 5.19331 -0.66640 0.44800  -0.245
F: 5.78707 -1.84428 0.66349  0.095
C: 3.84249 -0.61617 0.26143  0.086
C: 3.25031 0.63455 0.03785  -0.042
C: 1.81467 0.71593 -0.17343  -0.257
O: 1.17655 -0.39028 -0.13724  -0.132
C: 1.26168 1.99098 -0.40212  -0.019
C: 2.11669 3.08148 -0.39213  0.053
N: 3.42134 3.01723 -0.19859  0.036
C: 4.04182 1.79084 0.01469  -0.059
C: -0.17383 2.36211 -0.65701  -0.538
O: -0.46777 3.52066 -0.82925  0.102
O: -1.12488 1.44149 -0.69869  -0.270
H: 4.80806 5.65599 1.44377  0.097
H: 4.54007 4.00949 2.02954  0.090
H: 3.16426 5.04422 1.64402  0.089
H: 3.67057 4.99178 -0.73701  0.151
H: 6.15195 4.98487 -0.58907  0.129
H: 5.52207 3.78568 -1.70953  0.133
H: 6.54504 3.28166 1.12834  0.127
H: 7.24638 2.69271 -0.35998  0.129
H: 7.06364 0.36365 0.53896  0.143
H: 3.23936 -1.51122 0.27986  0.137
H: 1.69064 4.06401 -0.55060  0.157
C: -4.90527 -1.34824 0.06471  -0.329
Te: -3.31992 -0.53817 -1.11187  1.654
C: -4.11746 1.36990 -0.55875  -0.354
C: -5.52646 1.06468 -0.13691  -0.293
C: -6.45125 2.10088 0.00224  -0.028
C: -7.74543 1.83370 0.40305  -0.063
C: -8.13198 0.52516 0.67166  -0.064
C: -7.21878 -0.50227 0.54098  -0.029
C: -5.90978 -0.23538 0.13629  -0.291
H: -4.55405 -1.66740 1.04333  0.087
H: -5.21718 -2.21838 -0.50723  0.070
H: -4.06446 1.96837 -1.46621  0.072
H: -3.52544 1.85555 0.21423  0.077
H: -6.14694 3.11845 -0.20943  0.122
H: -8.45654 2.64232 0.50366  0.111
H: -9.14463 0.30976 0.98433  0.111
H: -7.51364 -1.52180 0.75658  0.121
I: 0.12414 -9.41030 -0.09359  0.909
C: -0.42398 -7.40296 -0.17118  -0.728
C: 0.55450 -6.42070 -0.08543  -0.135
C: 0.18847 -5.08707 -0.13486  -0.008
C: -1.15156 -4.73641 -0.27191  -0.137
C: -2.12415 -5.72804 -0.35931  -0.005
C: -1.76376 -7.06284 -0.30852  -0.133
C: -1.57664 -3.31443 -0.32790  -0.539
O: -2.75528 -2.99341 -0.47993  -0.127
O: -0.59592 -2.45426 -0.16544  -0.189
H: 1.59452 -6.69547 0.01990  0.097
H: 0.94172 -4.31534 -0.06813  0.117
H: -3.16187 -5.44521 -0.46747  0.122
H: -2.51849 -7.83360 -0.37535  0.098

As for the highest occupied orbital energy: -10.83 eV. As for the charge: +1. The calculation puts the HOMO-LUMO gap at 6.4879 eV. The relative energy (zero: lowest compared OMol25 entry of this formula, charge and spin) comes out at 5.31 kJ/mol. For the max |F|, the calculation gives 0.013 Eh/bohr.


Question: Number 4 is which compound?
Answer: C29H23AuFINO5Te


Question: What is the max |F| in the third record?
Answer: 0.075 Eh/bohr